[1]
DFT (ωB97M-V with the def2-TZVPD basis set) results for C26H19F4IrN10S2 as an isolated structure at a distorted geometry.

Calculated values
HOMO energy (spin up / spin down), eV: -12.9 / -12.9
LUMO (spin up / spin down), eV: -8.40 / -8.40
Total charge: +2
Kohn-Sham gap (spin up / spin down), eV: 4.5 / 4.5

Last column: Löwdin charge in e.
Element x y z (Å)
Ir  -0.285  -1.553  1.060  1.063
N  1.983  -1.216  1.881  0.099
C  2.098  -0.885  3.250  -0.254
C  3.021  -1.553  4.051  -0.016
C  3.267  -1.131  5.343  -0.049
C  2.570  -0.045  5.857  -0.038
C  1.588  0.561  5.100  -0.008
C  1.306  0.150  3.793  -0.125
C  0.157  0.762  3.112  -0.188
C  -0.157  2.104  3.395  -0.024
C  -1.338  2.680  2.982  -0.053
C  -2.277  1.921  2.295  -0.066
C  -1.959  0.619  1.940  -0.138
C  -0.733  0.055  2.277  -0.246
H  2.603  -1.980  1.617  0.063
H  2.184  -0.416  1.284  0.093
H  3.582  -2.378  3.633  0.121
H  4.022  -1.626  5.933  0.118
H  2.789  0.316  6.849  0.120
H  1.013  1.357  5.542  0.119
H  0.561  2.701  3.935  0.122
H  -1.540  3.716  3.211  0.118
H  -3.229  2.343  2.012  0.112
H  -2.682  0.046  1.366  0.097
N  -0.957  -3.103  2.486  -0.061
N  -1.552  -4.216  1.848  -0.048
C  -1.355  -4.489  0.536  -0.824
N  -1.856  -5.620  0.047  0.142
S  -0.494  -3.464  -0.478  0.689
H  -0.170  -3.412  3.072  0.136
H  -1.641  -2.665  3.113  0.135
H  -2.032  -4.897  2.428  0.172
H  -2.382  -6.272  0.605  0.134
H  -1.764  -5.808  -0.940  0.123
F  -2.386  0.420  -1.878  0.117
C  -2.180  1.434  -2.736  -0.116
C  -3.139  1.705  -3.689  -0.108
F  -4.220  0.930  -3.741  0.155
C  -2.996  2.786  -4.593  -0.002
C  -1.830  3.576  -4.443  -0.106
C  -0.870  3.286  -3.490  -0.123
F  0.215  4.051  -3.408  0.153
C  -1.005  2.198  -2.612  0.007
C  0.002  1.874  -1.638  -0.114
C  -0.019  0.717  -0.922  -0.071
N  0.078  -0.252  -0.274  -0.005
C  1.102  2.686  -1.304  -0.182
N  2.036  3.250  -0.945  0.218
F  -1.632  4.623  -5.231  0.166
C  -3.974  3.080  -5.583  -0.063
C  -5.131  2.314  -5.776  -0.140
N  -6.091  1.715  -5.977  0.271
C  -3.857  4.162  -6.468  -0.138
N  -3.797  5.031  -7.217  0.278
N  4.707  -0.400  -2.588  0.095
C  4.224  -1.634  -2.473  -0.984
N  4.314  -2.493  -3.482  0.101
S  3.468  -2.092  -1.036  0.520
H  5.170  -0.075  -3.424  0.119
H  4.687  0.223  -1.796  0.097
H  4.793  -2.270  -4.339  0.118
H  3.989  -3.440  -3.370  0.102

***

[2]
DFT (ωB97M-V with the def2-TZVPD basis set) results for C48H108F8KN10O16S8 as an isolated structure at a distorted geometry.

Calculated values
HOMO energy, eV: -14.3
LUMO, eV: -5.77
Total charge: +3
Kohn-Sham gap, eV: 8.5

Last column: Löwdin charge in e.
Element x y z (Å)
K  -9.100  -10.754  -14.268  0.734
C  -9.020  -5.359  -14.354  -0.078
C  -7.751  -4.581  -14.772  -0.201
C  -8.241  -3.479  -15.726  -0.102
N  -7.127  -2.541  -16.205  -0.272
C  -6.026  -3.250  -16.957  0.035
C  -7.683  -1.435  -17.120  -0.081
C  -6.685  -0.252  -17.066  -0.115
C  -5.880  -0.505  -15.769  -0.141
C  -6.485  -1.737  -15.077  -0.093
H  -9.580  -4.765  -13.630  0.085
H  -8.783  -6.299  -13.852  0.064
H  -9.606  -5.526  -15.255  0.064
H  -7.070  -5.274  -15.267  0.098
H  -7.239  -4.172  -13.900  0.103
H  -8.891  -2.765  -15.219  0.132
H  -8.741  -3.824  -16.629  0.146
H  -5.281  -2.538  -17.292  0.113
H  -6.448  -3.809  -17.794  0.116
H  -5.704  -4.073  -16.321  0.093
H  -7.954  -1.767  -18.120  0.141
H  -8.643  -1.181  -16.667  0.131
H  -6.108  -0.165  -17.981  0.121
H  -7.196  0.692  -16.884  0.121
H  -4.817  -0.584  -15.989  0.118
H  -5.969  0.308  -15.048  0.118
H  -5.780  -2.371  -14.544  0.132
H  -7.326  -1.475  -14.439  0.128
C  -5.366  -3.736  -6.695  -0.101
C  -5.482  -5.191  -7.158  -0.218
C  -4.105  -5.856  -7.332  -0.098
N  -4.211  -7.267  -7.909  -0.230
C  -4.465  -7.388  -9.401  0.046
C  -5.173  -8.082  -7.032  -0.073
C  -4.667  -9.564  -7.121  -0.096
C  -3.177  -9.379  -7.507  -0.158
C  -2.842  -7.912  -7.643  -0.095
H  -6.348  -3.262  -6.639  0.038
H  -4.778  -3.054  -7.314  0.082
H  -4.980  -3.683  -5.675  0.095
H  -6.069  -5.115  -8.076  0.087
H  -6.147  -5.689  -6.456  0.098
H  -3.577  -5.810  -6.381  0.136
H  -3.471  -5.314  -8.036  0.138
H  -5.339  -6.822  -9.714  0.088
H  -4.619  -8.432  -9.651  0.089
H  -3.587  -6.997  -9.912  0.107
H  -6.215  -7.860  -7.262  0.081
H  -5.068  -7.760  -5.996  0.142
H  -5.150  -10.214  -7.842  0.097
H  -4.683  -9.874  -6.080  0.120
H  -2.951  -9.915  -8.432  0.114
H  -2.530  -9.870  -6.780  0.121
H  -2.151  -7.629  -8.430  0.135
H  -2.544  -7.588  -6.649  0.132
C  -15.616  -12.175  -18.220  -0.059
C  -15.623  -11.515  -16.807  -0.212
C  -14.489  -12.072  -15.968  -0.120
N  -14.471  -11.685  -14.495  -0.247
C  -15.689  -12.186  -13.735  0.057
C  -13.221  -12.112  -13.744  -0.101
C  -13.150  -11.204  -12.547  -0.144
C  -13.609  -9.863  -13.124  -0.135
C  -14.355  -10.165  -14.389  -0.091
H  -16.621  -11.948  -18.573  0.081
H  -15.509  -13.257  -18.168  0.081
H  -14.853  -11.753  -18.868  0.072
H  -16.613  -11.660  -16.376  0.104
H  -15.472  -10.442  -16.932  0.116
H  -13.565  -11.664  -16.367  0.093
H  -14.503  -13.157  -15.844  0.145
H  -15.765  -11.704  -12.767  0.111
H  -15.715  -13.272  -13.703  0.117
H  -16.508  -11.872  -14.379  0.094
H  -13.350  -13.167  -13.493  0.137
H  -12.342  -12.074  -14.391  0.128
H  -13.816  -11.496  -11.736  0.120
H  -12.155  -11.096  -12.120  0.092
H  -14.310  -9.409  -12.420  0.128
H  -12.775  -9.170  -13.219  0.110
H  -15.332  -9.706  -14.508  0.148
H  -13.694  -9.866  -15.204  0.103
C  -9.959  -3.888  -9.787  -0.083
C  -8.513  -3.853  -10.220  -0.200
C  -8.035  -2.429  -10.521  -0.120
N  -7.998  -1.445  -9.354  -0.254
C  -7.452  -2.094  -8.108  0.008
C  -9.353  -0.852  -8.992  -0.080
C  -9.034  0.553  -8.426  -0.119
C  -7.533  0.856  -8.665  -0.127
C  -7.229  -0.189  -9.762  -0.091
H  -10.569  -3.380  -10.545  0.089
H  -10.245  -3.411  -8.849  0.069
H  -10.343  -4.907  -9.780  0.071
H  -8.432  -4.447  -11.129  0.110
H  -7.861  -4.318  -9.477  0.094
H  -8.533  -1.935  -11.355  0.127
H  -6.989  -2.534  -10.823  0.125
H  -7.495  -1.321  -7.343  0.122
H  -6.474  -2.504  -8.345  0.085
H  -8.087  -2.882  -7.704  0.105
H  -9.798  -1.572  -8.313  0.117
H  -9.926  -0.771  -9.914  0.136
H  -9.357  0.647  -7.391  0.123
H  -9.581  1.341  -8.941  0.120
H  -6.829  0.752  -7.841  0.114
H  -7.360  1.851  -9.069  0.122
H  -6.188  -0.492  -9.864  0.136
H  -7.680  0.145  -10.696  0.136
C  -6.647  -12.110  -21.166  -0.070
C  -6.152  -10.905  -20.366  -0.223
C  -6.852  -10.579  -19.035  -0.086
N  -6.017  -9.649  -18.151  -0.235
C  -5.862  -8.330  -18.877  0.031
C  -4.726  -10.304  -17.659  -0.075
C  -4.234  -9.364  -16.545  -0.122
C  -5.503  -9.003  -15.819  -0.145
C  -6.661  -9.372  -16.755  -0.071
H  -6.105  -13.000  -20.845  0.082
H  -6.312  -11.934  -22.187  0.082
H  -7.705  -12.359  -21.113  0.083
H  -6.078  -10.036  -21.025  0.105
H  -5.086  -11.078  -20.192  0.103
H  -6.897  -11.498  -18.450  0.111
H  -7.835  -10.123  -19.143  0.122
H  -5.077  -8.549  -19.601  0.108
H  -5.494  -7.531  -18.239  0.096
H  -6.777  -8.071  -19.402  0.117
H  -4.127  -10.468  -18.552  0.129
H  -4.972  -11.295  -17.271  0.113
H  -3.888  -8.495  -17.108  0.107
H  -3.456  -9.820  -15.942  0.129
H  -5.643  -7.942  -15.608  0.110
H  -5.597  -9.607  -14.918  0.094
H  -7.459  -8.641  -16.877  0.126
H  -7.044  -10.339  -16.457  0.090
C  -10.933  -11.953  -6.544  -0.085
C  -9.695  -12.371  -7.327  -0.228
C  -9.655  -12.094  -8.867  -0.087
N  -8.584  -12.903  -9.581  -0.219
C  -7.232  -12.651  -8.950  0.036
C  -9.039  -14.355  -9.714  -0.076
C  -9.364  -14.564  -11.180  -0.146
C  -8.430  -13.657  -11.915  -0.151
C  -8.428  -12.391  -11.044  -0.096
H  -11.837  -12.278  -7.067  0.081
H  -10.981  -10.870  -6.657  0.023
H  -10.927  -12.331  -5.528  0.092
H  -9.532  -13.428  -7.077  0.107
H  -8.834  -11.921  -6.825  0.087
H  -9.421  -11.039  -9.012  0.112
H  -10.625  -12.354  -9.289  0.137
H  -7.153  -11.573  -8.810  0.085
H  -6.436  -12.985  -9.611  0.118
H  -7.225  -13.110  -7.965  0.109
H  -8.163  -14.920  -9.394  0.140
H  -9.846  -14.631  -9.040  0.136
H  -9.158  -15.617  -11.375  0.136
H  -10.428  -14.416  -11.369  0.122
H  -7.404  -14.029  -11.901  0.112
H  -8.738  -13.513  -12.949  0.102
H  -7.703  -11.592  -11.149  0.094
H  -9.405  -11.947  -11.264  0.103
N  -8.813  -9.402  -11.885  -0.325
S  -7.343  -8.704  -11.371  0.567
O  -6.604  -9.347  -10.314  -0.261
O  -7.156  -7.277  -11.506  -0.267
F  -6.573  -9.279  -12.655  -0.213
S  -9.683  -8.456  -11.072  0.418
O  -10.281  -7.313  -11.687  -0.244
O  -9.519  -8.463  -9.637  -0.266
F  -10.937  -9.495  -11.053  -0.219
N  -11.010  -9.695  -15.896  -0.349
S  -11.307  -10.168  -17.498  0.571
O  -10.280  -9.892  -18.459  -0.242
O  -12.690  -10.306  -17.884  -0.242
F  -10.962  -11.706  -17.225  -0.199
S  -11.160  -8.223  -16.139  0.389
O  -12.510  -7.737  -16.312  -0.251
O  -10.077  -7.592  -16.857  -0.296
F  -10.830  -7.599  -14.685  -0.209
N  -8.936  -7.537  -5.765  -0.231
S  -9.000  -6.638  -7.106  0.520
O  -10.251  -6.345  -7.733  -0.248
O  -7.829  -6.808  -7.958  -0.341
F  -8.637  -5.214  -6.415  -0.208
S  -9.224  -8.912  -6.474  0.479
O  -8.091  -9.542  -7.112  -0.286
O  -10.561  -9.162  -6.949  -0.271
F  -9.304  -9.715  -5.094  -0.175
N  -7.223  -12.440  -14.973  -0.384
S  -7.234  -13.580  -16.022  0.419
O  -7.566  -14.896  -15.561  -0.234
O  -6.245  -13.492  -17.063  -0.262
F  -8.552  -13.084  -16.781  -0.195
S  -5.755  -12.880  -14.318  0.550
O  -4.616  -12.395  -15.048  -0.252
O  -5.608  -14.091  -13.562  -0.227
F  -5.859  -11.763  -13.146  -0.220

***

[3]
DFT (ωB97M-V with the def2-TZVPD basis set) results for one molecule with the formula C5H12N2 at a distorted geometry.

Calculated values
HOMO energy, eV: -7.7
LUMO, eV: 1.16
Kohn-Sham gap, eV: 8.9
SMILES string: N/C=C/CCCN

Last column: Löwdin charge in e.
Element x y z (Å)
N  -0.610  -2.618  1.302  0.029
C  0.378  -1.674  0.952  -0.233
C  0.368  -0.408  1.375  -0.151
C  0.924  0.902  0.801  -0.184
C  -0.030  1.697  -0.245  -0.188
C  -0.101  1.179  -1.677  -0.316
N  -0.316  -0.252  -1.896  0.006
H  -0.951  -3.308  0.659  0.075
H  -1.122  -2.333  2.109  0.067
H  1.111  -2.061  0.255  0.111
H  -0.239  -0.150  2.246  0.094
H  1.882  0.778  0.306  0.102
H  0.975  1.534  1.680  0.084
H  -1.063  1.830  0.106  0.105
H  0.551  2.623  -0.143  0.099
H  0.876  1.392  -2.158  0.104
H  -0.836  1.860  -2.111  0.099
H  -0.706  -0.588  -1.024  0.033
H  -1.094  -0.405  -2.533  0.064